Record 1
The following is a DFT calculation (wB97M-V/def2-TZVPD) of a cluster of 2 separate species, C5H11N2 in total.

Each line ends with the Löwdin charge.
Cartesian coordinates (Å):
C 0.06254 -1.37818 -0.64959  0.211
C 3.27706 0.67967 0.10471  -0.131
C -1.43254 0.63561 -0.61290  -0.202
C 3.12840 -0.52432 0.45374  0.040
C -1.05370 -0.76017 -0.18100  -0.282
N -1.88092 -1.32435 0.70793  0.271
N -2.01680 1.36976 0.49016  0.015
H 0.29329 -2.39189 -0.37286  0.102
H 0.69799 -0.92191 -1.38384  0.098
H 4.12548 1.27879 0.44068  0.063
H 2.61868 1.24457 -0.54754  0.041
H -0.55382 1.11589 -1.06693  0.126
H -2.20232 0.55709 -1.38910  0.146
H 3.18605 -1.50468 0.84213  0.024
H -1.75390 -2.26970 1.02594  0.149
H -2.68247 -0.79571 1.01777  0.137
H -2.43238 2.24395 0.19086  0.097
H -1.35026 1.55342 1.23095  0.095

## Properties
Net charge = +1
LUMO energy (spin up / spin down) = -3.4 / -7.3 eV
Spin multiplicity = 3
HOMO-LUMO gap (spin up / spin down) = 7.8 / 6.3 eV


Record 2
The following is a DFT calculation (wB97M-V/def2-TZVPD) of a structure of composition C5H11N2O.

Each line ends with the Löwdin charge.
Cartesian coordinates (Å):
C -2.38700 -0.45067 0.58211  -0.569
O -3.54198 -0.62823 -0.05427  -0.324
C -1.33130 0.49382 -0.10000  -0.228
C -0.00897 0.24053 0.51335  -0.100
C 1.15813 1.28135 0.52865  -0.289
N 1.49098 -0.73172 -1.25264  0.118
C 2.41207 0.07362 -0.87965  -0.471
N 2.47704 0.80433 0.21576  -0.064
H -1.86954 -1.45436 0.57324  0.094
H -2.47717 -0.02489 1.61692  0.086
H -1.53704 0.31840 -1.16030  0.114
H -1.54473 1.57374 0.02684  0.118
H 0.51293 -0.58435 -0.43081  0.085
H -0.20203 -0.11548 1.53294  0.117
H 0.81522 2.00429 -0.23984  0.104
H 1.20851 1.79421 1.49320  0.102
H 2.10015 -3.66582 0.57466  0.000
H 2.34884 -3.97329 1.19788  -0.001
H 3.41392 -0.03329 -1.31489  0.107

## Properties
Net charge = -1
LUMO energy = 1.6 eV
HOMO-LUMO gap = 4.7 eV


Record 3
The following is a DFT calculation (wB97M-V/def2-TZVPD) of a cluster of 2 separate species, C5H11N2O in total.

Each line ends with the Löwdin charge.
Cartesian coordinates (Å):
C -2.51992 -1.07606 -1.78420  0.043
C -2.26062 0.06200 -1.15897  -0.211
C -4.51408 -0.03813 -1.47539  -0.051
N -3.94137 -1.10221 -2.00002  0.109
N -3.52728 0.65479 -0.89530  0.142
C 0.00000 0.00000 0.00000  -0.078
C -1.05596 0.83148 -0.75429  -0.179
H -1.91612 -1.83946 -2.27486  0.151
H -5.59480 0.09956 -1.44095  0.173
H -4.49575 -1.84307 -2.46593  0.196
H -3.68329 1.65847 -0.69135  0.194
H 0.14818 -0.97411 -0.49575  0.080
H -0.39144 -0.17810 1.01571  0.088
H 0.97721 0.50474 0.08306  0.090
H -1.42539 1.60895 -0.05823  0.120
H -0.54426 1.34461 -1.59113  0.134
O -3.21537 6.02419 -2.08606  -0.079
H -3.12585 5.13052 -1.68408  0.028
H -3.13259 5.87003 -3.05439  0.051

## Properties
Net charge = +1
LUMO energy = -3.5 eV
HOMO-LUMO gap = 10.5 eV


Record 4
The following is a DFT calculation (wB97M-V/def2-TZVPD) of the ion C5H11N2O with charge +1.

Each line ends with the Löwdin charge.
Cartesian coordinates (Å):
C 0.77994 -1.12940 -0.21262  -0.412
C -0.24797 -0.02160 -0.40714  -0.267
C -1.11392 1.15868 1.57887  0.037
C 1.66449 -1.22514 -1.39331  -0.028
C 0.37400 1.31746 -0.53031  -0.067
N 0.92909 -1.95957 0.68088  0.200
N -1.26176 -0.00273 0.74316  0.065
O -2.37054 1.43568 1.98002  0.087
H -0.72246 -0.15761 -1.34486  0.149
H 0.43656 -2.12005 1.51803  0.049
H 2.67165 -0.88782 -1.14713  0.096
H 1.31724 -0.39679 -2.12101  0.097
H 1.83024 -2.28773 -1.79429  0.133
H 0.70918 1.42880 -1.58776  0.115
H 1.13597 1.72276 0.05948  0.089
H -0.44636 2.02882 -0.45228  0.089
H -2.19519 0.00154 0.21434  0.221
H -1.09035 -0.83621 1.38242  0.190
H -2.39978 1.93092 2.83351  0.158

## Properties
Net charge = +1
LUMO energy = -5.0 eV
HOMO-LUMO gap = 8.7 eV


Record 5
The following is a DFT calculation (wB97M-V/def2-TZVPD) of the ion C5H11N2O with charge +1.

Each line ends with the Löwdin charge.
Cartesian coordinates (Å):
C 1.08603 0.52049 -0.29605  -0.395
C 0.38079 -0.63088 0.39550  -0.228
C -2.04736 -0.00379 -0.27331  -0.001
C 2.10208 1.21077 0.57555  -0.026
C 0.17037 -1.63887 -0.71601  -0.048
N 0.77223 1.12964 -1.35065  0.193
N -1.08537 -0.32854 0.82128  0.109
O -2.89487 1.00084 -0.09727  0.102
H 0.79215 -1.11072 1.21610  0.133
H -0.03002 0.79124 -1.88192  0.056
H 2.32437 2.16698 0.17771  0.074
H 2.82843 0.54155 0.99414  0.081
H 1.61588 1.57245 1.54139  0.111
H -0.69985 -2.32969 -0.54609  0.107
H 1.11344 -2.19271 -0.76508  0.108
H 0.00300 -1.07679 -1.74099  0.122
H -1.53705 -1.21426 1.06408  0.166
H -1.36407 0.27801 1.61194  0.200
H -3.53019 1.31431 -0.73032  0.136

## Properties
Net charge = +1
LUMO energy (spin up / spin down) = -3.4 / -6.3 eV
Spin multiplicity = 3
HOMO-LUMO gap (spin up / spin down) = 9.4 / 7.8 eV


Record 6
The following is a DFT calculation (wB97M-V/def2-TZVPD) of the ion C5H11N2O2S with charge +1.

Each line ends with the Löwdin charge.
Cartesian coordinates (Å):
C 1.40268 1.21874 -0.33590  -0.145
C 1.98138 1.38951 1.12312  0.090
C 0.22236 -1.37424 -1.36846  -0.050
C -2.57520 0.64066 0.71367  -0.325
C 0.15467 -0.73939 -0.04378  -0.268
N 2.65176 0.47385 1.83701  -0.397
N 0.08759 0.72918 -0.09103  -0.451
O 3.28478 0.93620 2.79307  0.133
O 2.67873 -0.73630 1.53762  0.056
S -1.22466 1.64664 0.06686  1.120
H 1.50122 2.25219 -0.66641  0.128
H 1.97314 0.53958 -1.04243  0.161
H 1.67593 2.36766 1.62555  0.176
H 1.12721 -1.14339 -1.83934  0.054
H 0.13493 -2.46930 -1.15908  0.123
H -0.64565 -0.95490 -2.02252  0.132
H -2.99582 -0.12124 -0.02839  0.088
H -3.47836 1.36619 1.00698  0.123
H -2.38682 0.02254 1.55340  0.033
H 1.00049 -1.06286 0.57811  0.111
H -0.76866 -1.02229 0.47364  0.107

## Properties
Net charge = +1
LUMO energy (spin up / spin down) = -6.6 / -6.1 eV
HOMO-LUMO gap (spin up / spin down) = 7.5 / 7.8 eV


Record 7
The following is a DFT calculation (wB97M-V/def2-TZVPD) of the molecule C5H11N2P.

Each line ends with the Löwdin charge.
Cartesian coordinates (Å):
C -0.08471 -2.51786 -0.54143  -0.093
C -0.37470 -1.29512 0.29827  -0.381
N -1.99921 -1.02948 0.14794  -0.323
P -2.37198 0.42078 -0.10737  0.815
N -0.81901 1.07008 -0.17990  -0.388
C -0.42396 2.42127 -0.63363  -0.130
C 0.31032 0.04621 0.02332  -0.352
C 1.32886 0.49236 1.12688  -0.034
H -0.98909 -3.15117 -0.49965  0.071
H 0.88814 -2.99227 -0.11017  0.104
H 0.16406 -2.10841 -1.57998  0.092
H -0.13644 -1.48096 1.34023  0.099
H 0.17936 2.86323 0.08680  0.039
H 0.06182 2.41727 -1.65590  0.104
H -1.23536 3.05797 -0.76363  0.039
H 0.85191 0.01626 -0.88603  0.103
H 1.32229 -0.25331 1.94784  0.074
H 1.02044 1.49932 1.45348  0.064
H 2.30726 0.52384 0.53292  0.099

## Properties
SMILES = C[C@@H]1N=PN(C)[C@H]1C
LUMO energy = 0.9 eV
HOMO-LUMO gap = 9.6 eV


Record 8
The following is a DFT calculation (wB97M-V/def2-TZVPD) of the molecule C5H11N2PS2.

Each line ends with the Löwdin charge.
Cartesian coordinates (Å):
C 2.31464 -0.28357 -0.66590  -0.212
C 3.21206 -0.06607 0.39040  -0.701
C 0.14040 -0.38431 -1.71647  -0.033
C -1.36064 -1.15632 1.12427  -0.151
C -2.43261 0.94874 0.59428  -0.181
N 1.02006 0.05237 -0.59300  -0.273
N -1.17709 0.21870 0.67709  -0.514
P 0.36752 0.98228 0.77488  0.433
S 0.09307 2.81028 -0.01257  0.065
S 4.79054 -0.37113 0.30320  0.763
H 2.78275 -0.92753 -1.51374  0.151
H 2.77258 0.45399 1.28006  0.026
H 0.63575 -1.32441 -2.05438  0.103
H -0.86800 -0.30373 -1.37627  0.061
H 0.33270 0.33164 -2.50010  0.088
H -1.79771 -1.80325 0.31992  0.092
H -0.46531 -1.56031 1.47884  0.040
H -2.05263 -1.14038 1.97679  0.085
H -2.85300 1.47844 1.39919  0.059
H -2.33021 1.83532 -0.00497  0.003
H -3.12487 0.20925 0.11851  0.097

## Properties
LUMO energy (spin up / spin down) = -2.5 / -2.5 eV
HOMO-LUMO gap (spin up / spin down) = 4.8 / 4.8 eV


Record 9
The following is a DFT calculation (wB97M-V/def2-TZVPD) of the molecule C5H11N3.

Each line ends with the Löwdin charge.
Cartesian coordinates (Å):
H 0.11984 2.63461 1.50438  0.058
N -0.12549 1.64865 1.64259  0.136
C 0.66556 0.85292 1.08018  -0.363
N 1.57394 1.13660 0.01569  0.081
C 0.54296 -0.54364 0.31165  -0.265
C 1.30476 -1.59796 0.63539  0.023
C -0.72305 -0.72879 -0.53104  -0.429
C -1.97655 -0.16890 0.13151  -0.072
N -0.60073 -0.19901 -1.88191  0.038
H 2.46482 0.67763 -0.11018  0.097
H 1.65692 2.10355 -0.29324  0.094
H 2.18610 -1.50559 1.25131  0.053
H 1.03257 -2.59325 0.31872  0.053
H -0.86907 -1.80526 -0.64664  0.129
H -2.01974 0.91654 0.04575  0.065
H -2.03406 -0.49844 1.16884  0.084
H -2.85433 -0.54305 -0.39749  0.076
H -0.53135 0.81734 -1.86750  0.069
H 0.18690 -0.60397 -2.37800  0.074

## Properties
SMILES = [H]/N=C(\N)C(=C)[C@@H](C)N
LUMO energy = 0.8 eV
HOMO-LUMO gap = 9.4 eV


Record 10
The following is a DFT calculation (wB97M-V/def2-TZVPD) of a structure of composition C5H11N3.

Each line ends with the Löwdin charge.
Cartesian coordinates (Å):
C 1.05170 0.89852 0.48586  -0.215
C 1.60725 -1.56923 0.09904  -0.050
C -0.87338 0.96783 -0.94459  -0.571
C 0.80113 -0.53513 0.81317  -0.310
N -1.74986 0.89434 0.07604  0.075
N -1.35193 0.93989 -2.25302  0.102
C -0.29894 -0.85948 1.59414  -0.055
N 0.43257 0.89857 -0.82953  0.043
H -2.70592 0.73971 -0.22428  0.071
H -1.27293 0.02585 0.90314  0.111
H -2.22323 1.42483 -2.40578  0.080
H -0.64162 1.16165 -2.93313  0.082
H 2.11101 1.13529 0.37265  0.112
H 0.57469 1.57757 1.20078  0.115
H 1.91689 -1.23778 -0.89020  0.078
H 1.06222 -2.50632 -0.01518  0.081
H 2.51022 -1.77500 0.68328  0.091
H -0.50719 -1.90941 1.76903  0.072
H -0.44268 -0.27170 2.49859  0.087

## Properties
LUMO energy = 1.1 eV
HOMO-LUMO gap = 9.5 eV


It is found that the calculated total energy values, taken in the order of the records, are -8332.155 -10384.968 -10384.595 -10380.040 -10378.080 -23259.871 -17631.034 -39300.349 -9830.998 -9831.992 eV.
It is found that the energy relative to the best compared isomer or geometry (same formula, charge and spin) values, taken in the order of the records, are 23.6 128.5 23.3 128.3 95.5 155.0 19.2 49.7 67.1 44.1 kcal/mol.